Entry 1:
Here is 2 unconnected molecules or ions with the total composition CH7N2 at a distorted geometry from OMol25. Energies are from wB97M-V/def2-TZVPD.

Output
total charge	+1
HOMO-LUMO gap	9.61	eV
E_HOMO	-0.54373	Eh
relative energy (zero: lowest compared OMol25 entry of this formula, charge and spin)	103.2	kJ/mol

Last column: Löwdin charge in e.
Atoms and positions in Å:
C1 -0.4047 0.2441 0.9237  0.088
N1 1.4715 -0.1727 -0.8755  0.077
N2 -1.5672 0.1167 0.3473  0.164
H1 0.2307 1.0692 1.1936  0.117
H2 -0.1323 -0.7140 1.3393  0.107
H3 2.4597 -0.0491 -1.0043  0.056
H4 0.9017 0.4128 -1.4506  0.030
H5 1.0520 -1.0562 -0.9699  0.018
H6 -1.9955 -0.8474 0.4111  0.186
H7 -2.0159 0.9967 0.0854  0.155



Entry 2:
Here is a molecular structure, C4H12N2 at a distorted geometry from OMol25. Energies are from wB97M-V/def2-TZVPD.

Output
HOMO-LUMO gap	4.14	eV
E_HOMO	-0.25185	Eh
relative energy (zero: lowest compared OMol25 entry of this formula, charge and spin)	683.0	kJ/mol

Last column: Löwdin charge in e.
Atoms and positions in Å:
C1 -0.1632 -0.5888 1.8002  -0.444
N1 0.3445 -1.5661 2.6318  0.056
C2 0.5869 -0.6805 0.4767  -0.278
C3 0.2716 0.3352 -0.5047  -0.217
C4 1.1763 0.3528 -1.7143  -0.086
N2 -1.8921 1.0305 -1.5743  0.027
H1 0.0056 0.4618 2.1714  0.128
H2 -1.2772 -0.5427 1.6769  0.120
H3 -0.0952 -1.5624 3.5569  0.026
H4 -2.4756 0.2049 -1.4299  0.017
H5 0.5559 -1.7085 0.1187  0.119
H6 1.6329 -0.6288 0.8534  0.141
H7 0.4194 1.3117 -0.0024  0.134
H8 -0.9664 0.6567 -0.9055  -0.005
H9 2.1193 0.8628 -1.5122  0.090
H10 1.4062 -0.6308 -2.1068  0.078
H11 -2.3541 1.7646 -1.0249  0.021
H12 0.7052 0.9277 -2.5111  0.073



Entry 3:
Here is a molecular structure, C4H10Ag2F3NO7SV2 at a distorted geometry from OMol25. Energies are from wB97M-V/def2-TZVPD.

Output
total charge	+4
HOMO-LUMO gap (alpha / beta)	4.67 / 4.80	eV
E_HOMO (alpha / beta)	-0.75348 / -0.75348	Eh
expectation value of S²	12.01
spin multiplicity	7

Last column: Löwdin charge in e.
Atoms and positions in Å:
V1 -2.4719 -1.7886 2.5708  1.480
V2 0.7004 -0.1109 4.0155  1.418
N1 1.0558 -4.1075 -0.6758  0.322
H1 1.1075 -3.0653 -0.5589  0.094
H2 1.8428 -4.5305 -1.1880  0.180
H3 0.2459 -4.2682 -1.2855  0.163
H4 1.0053 -4.4593 0.2806  0.158
Ag1 -1.2893 -1.1057 -1.4415  0.906
Ag2 3.3670 -0.6938 0.6968  0.944
C1 -2.6644 2.9575 3.9186  -0.682
F1 -2.3414 2.7338 5.1693  0.202
F2 -3.9483 2.8832 3.7013  0.231
F3 -2.1945 4.1130 3.5312  0.226
S1 -1.8016 1.6963 2.7983  0.649
O1 -2.5971 0.4260 2.8929  -0.413
O2 -1.8062 2.2596 1.4975  -0.191
O3 -0.3900 1.5234 3.2838  -0.405
C2 0.3237 -0.9297 0.9982  -0.775
O4 -0.9586 -1.1332 1.1383  -0.197
O5 0.8790 -1.2293 -0.1220  -0.141
O6 1.1021 -0.5896 1.9856  -0.184
C3 1.1219 1.3602 -4.6595  -0.061
C4 1.4161 1.1367 -3.2028  -0.259
O7 0.7018 -0.0760 -2.7772  -0.156
H5 0.0658 1.4887 -4.8784  0.090
H6 1.5726 0.5288 -5.2054  0.092
H7 1.6304 2.2444 -5.0464  0.102
H8 0.9696 1.9350 -2.6027  0.116
H9 2.4815 1.0742 -2.9809  0.116
H10 0.8740 -0.2732 -1.8538  -0.024



Entry 4:
Here is a molecular structure, C43H116N14O15 at a distorted geometry from OMol25. Energies are from wB97M-V/def2-TZVPD.

Output
HOMO-LUMO gap	6.83	eV
E_HOMO	-0.25460	Eh
relative energy (zero: lowest compared OMol25 entry of this formula, charge and spin)	5143.3	kJ/mol

Last column: Löwdin charge in e.
Atoms and positions in Å:
C1 0.6699 1.8173 -2.1583  -0.663
O1 0.4917 0.8507 -1.4506  -0.083
N1 -0.3151 2.4320 -2.8010  0.242
N2 1.7991 2.2980 -2.4194  0.181
H1 -1.2177 1.9998 -2.6642  -0.021
H2 -0.1356 3.1804 -3.4550  0.134
H3 2.5536 1.7022 -2.1099  -0.107
H4 1.9075 3.0119 -3.1256  0.131
C2 -0.0573 0.5963 1.0589  -0.635
O2 -0.1933 0.1559 2.1418  0.109
N3 -0.9193 0.4098 0.0627  0.071
N4 0.8507 1.5228 0.7244  0.185
H5 -1.6306 -0.2940 0.1992  0.038
H6 -0.7337 0.7176 -0.8811  0.053
H7 0.9776 1.8300 -0.2294  0.091
H8 1.6383 1.6192 1.3492  0.008
C3 2.0568 1.7315 4.9010  -0.747
O3 3.0198 2.4757 4.9740  -0.015
N5 1.4395 1.5207 3.7660  0.177
N6 1.5768 1.1620 5.9366  0.176
H9 0.6290 0.9186 3.7922  -0.032
H10 1.8361 1.9801 2.9586  0.034
H11 0.9331 0.3934 5.8137  0.078
H12 2.1600 1.3169 6.7465  0.130
C4 4.0428 -2.5483 -3.5398  -0.063
O4 3.2314 -1.4043 -3.8647  -0.225
C5 1.9990 -1.2118 -3.1399  -0.146
C6 1.0828 -0.5331 -4.1934  -0.103
N7 -0.2418 -0.3050 -3.5764  -0.090
C7 -1.2502 0.1822 -4.5781  -0.086
C8 -2.5839 0.5688 -3.7741  -0.101
O5 -2.2966 1.2587 -2.5536  -0.214
C9 -3.4365 1.2649 -1.7378  -0.037
H13 4.5861 -2.2743 -2.6355  0.079
H14 4.7444 -2.7642 -4.3455  0.089
H15 3.4711 -3.4478 -3.3113  0.083
H16 2.2028 -0.5145 -2.3272  0.102
H17 1.6227 -2.1627 -2.7626  0.072
H18 0.9680 -1.2374 -5.0174  0.134
H19 1.5121 0.3666 -4.6342  0.089
H20 -0.2273 0.2647 -2.7426  0.056
H21 -1.5247 -0.5728 -5.3149  0.121
H22 -0.8167 1.0329 -5.1038  0.103
H23 -3.0275 -0.3969 -3.5319  0.101
H24 -3.3179 1.1838 -4.2949  0.131
H25 -3.1364 1.6752 -0.7736  0.091
H26 -3.9330 0.3256 -1.4942  0.107
H27 -4.2288 1.9344 -2.0728  0.112
C10 0.0780 -8.7967 -2.3231  -0.137
O6 -1.1191 -8.0933 -2.6184  -0.177
C11 -1.0662 -6.6103 -2.4840  -0.201
C12 0.1129 -5.8865 -3.0677  -0.219
N8 0.3328 -4.5011 -2.6931  -0.093
C13 0.9197 -4.5102 -1.3374  -0.166
C14 1.4603 -3.1586 -0.8670  -0.247
O7 0.3857 -2.4504 -0.4304  -0.117
C15 0.8469 -1.2451 0.1198  -0.152
H28 -0.1672 -9.8562 -2.3960  0.084
H29 0.4781 -8.5564 -1.3381  0.083
H30 0.9131 -8.6194 -3.0009  0.071
H31 -1.3023 -6.3381 -1.4552  0.123
H32 -1.9105 -6.2117 -3.0464  0.081
H33 -0.0264 -5.9172 -4.1483  0.127
H34 1.0385 -6.3856 -2.7807  0.104
H35 -0.3903 -3.8032 -2.7944  -0.029
H36 1.7879 -5.1229 -1.0945  0.122
H37 0.1372 -4.6683 -0.5952  0.115
H38 1.9503 -2.7351 -1.7437  0.063
H39 2.2190 -3.3957 -0.1212  0.136
H40 1.6649 -1.3119 0.8371  0.039
H41 0.0447 -0.9303 0.7873  0.075
H42 1.0486 -0.5267 -0.6747  0.079
C16 2.2609 6.4176 -2.1351  -0.036
O8 2.1244 5.5843 -0.9521  -0.257
C17 2.9988 4.4574 -1.0812  -0.164
C18 2.6534 3.4609 0.0340  -0.156
N9 3.2833 4.0023 1.3030  -0.017
C19 2.9670 3.2721 2.5257  -0.188
C20 3.5286 1.8599 2.4179  -0.169
O9 2.5879 0.9440 1.9467  -0.326
C21 2.8962 -0.4425 2.1000  -0.026
H43 1.5852 7.2570 -1.9709  0.088
H44 2.1881 5.8557 -3.0663  0.088
H45 3.2496 6.8764 -2.1350  0.092
H46 4.0429 4.7537 -0.9803  0.138
H47 2.7665 4.0013 -2.0435  0.070
H48 3.1306 2.5066 -0.1888  0.088
H49 1.6093 3.1520 0.0844  0.069
H50 2.9293 4.9135 1.5570  -0.232
H51 1.9070 3.2755 2.7797  0.096
H52 3.4344 3.7905 3.3629  0.142
H53 3.8838 1.6958 3.4353  0.125
H54 4.4324 1.9636 1.8174  0.142
H55 3.9219 -0.6444 1.7916  0.133
H56 2.2281 -1.1277 1.5782  0.058
H57 2.9149 -0.8492 3.1111  0.056
C22 -2.6567 1.2933 1.3946  -0.181
O10 -3.7489 0.5723 0.8722  -0.334
C23 -4.7516 0.5282 1.8933  -0.137
C24 -5.9051 -0.3585 1.4434  -0.212
N10 -6.7577 -0.8319 2.5127  -0.058
C25 -8.0029 -1.4401 2.0656  -0.204
C26 -8.7321 -1.9963 3.2967  -0.162
O11 -7.9337 -3.0877 3.9274  -0.211
C27 -8.6584 -3.9636 4.7578  -0.133
H58 -2.7696 2.3453 1.6566  0.002
H59 -1.7913 1.3113 0.7322  0.005
H60 -2.1990 0.7734 2.2362  0.134
H61 -5.1149 1.5459 2.0358  0.132
H62 -4.3855 0.2053 2.8679  0.135
H63 -5.6140 -1.0821 0.6821  0.118
H64 -6.5662 0.3300 0.9170  0.123
H65 -6.2611 -1.6161 2.9106  0.108
H66 -7.7346 -2.2417 1.3775  0.119
H67 -8.6135 -0.7257 1.5134  0.120
H68 -9.7791 -2.2566 3.1407  0.113
H69 -8.7919 -1.2346 4.0741  0.115
H70 -9.1211 -3.3589 5.5378  0.083
H71 -7.9217 -4.5485 5.3085  0.085
H72 -9.3417 -4.6684 4.2840  0.085
C28 0.5289 7.0957 1.0095  -0.025
C29 1.0321 5.8744 1.7491  -0.352
C30 0.3173 4.6105 1.2782  -0.132
O12 -1.1200 4.4239 1.5731  -0.092
C31 -1.5343 3.1125 1.2852  -0.138
N11 2.4149 5.8418 1.5315  0.094
H73 0.6153 6.9862 -0.0715  0.064
H74 1.0963 7.9904 1.2658  0.082
H75 -0.4996 7.2406 1.3400  0.088
H76 0.9350 5.8433 2.8343  0.164
H77 0.9087 3.8023 1.7086  0.082
H78 0.4569 4.5798 0.1976  0.117
H79 -1.7256 2.9593 0.2231  0.130
H80 -2.5426 3.1376 1.6985  0.098
H81 -0.8670 2.3338 1.6545  0.112
H82 2.7442 6.7573 1.8024  0.148
H83 2.5009 5.7873 0.5266  0.065
C32 4.0203 1.1610 -4.4246  -0.003
C33 4.4009 2.0228 -3.1411  -0.369
C34 4.4189 1.3089 -1.7810  -0.117
O13 3.0970 0.9138 -1.4800  -0.210
C35 2.9392 0.1813 -0.2361  -0.057
N12 5.6631 2.7291 -3.3867  0.048
H84 4.5780 0.2256 -4.3789  0.079
H85 4.3134 1.5909 -5.3824  0.078
H86 2.9456 1.0344 -4.5547  0.033
H87 3.6361 2.7813 -2.9737  0.074
H88 4.9054 1.8790 -0.9895  0.135
H89 5.0688 0.4349 -1.8235  0.141
H90 1.8620 0.1922 -0.0701  0.047
H91 3.4703 0.6495 0.5926  0.077
H92 3.4045 -0.8033 -0.2820  0.133
H93 5.3550 3.5689 -3.8555  0.071
H94 6.0562 3.1113 -2.5385  0.064
C36 -2.1085 -4.1837 -2.4259  -0.056
C37 -1.9841 -2.6649 -2.7372  -0.307
C38 -1.9704 -1.7798 -1.4588  -0.189
O14 -3.2500 -1.6267 -0.9646  -0.097
C39 -3.1080 -1.0541 0.3526  -0.141
N13 -0.7708 -2.5576 -3.4930  0.014
H95 -1.9037 -4.9308 -3.1926  0.052
H96 -3.0814 -4.3445 -1.9614  0.109
H97 -1.3791 -4.3520 -1.6336  0.063
H98 -2.7608 -2.3046 -3.4119  0.120
H99 -1.4456 -0.8371 -1.6138  0.107
H100 -1.3482 -2.3167 -0.7429  0.118
H101 -2.5396 -1.6785 1.0419  0.125
H102 -4.1316 -0.9202 0.7023  0.075
H103 -2.6568 -0.0625 0.3174  0.033
H104 -0.8220 -2.9769 -4.4104  0.118
H105 -0.5422 -1.5760 -3.5593  -0.090
C40 -0.3620 -2.0694 2.7547  0.007
C41 0.0016 -1.3630 4.1175  -0.240
C42 1.5024 -1.4305 4.5907  -0.214
O15 1.6226 -2.7925 4.7782  -0.154
C43 2.9758 -3.0481 4.9867  -0.110
N14 -0.3530 0.0599 3.9881  0.004
H106 0.2438 -1.6755 1.9387  0.046
H107 -1.4042 -1.8679 2.5068  0.075
H108 -0.2236 -3.1498 2.7950  0.092
H109 -0.5883 -1.7376 4.9541  0.139
H110 1.6543 -0.9345 5.5494  0.105
H111 2.2408 -1.0031 3.9123  0.046
H112 3.2222 -4.0987 5.1407  0.091
H113 3.3505 -2.5889 5.9015  0.092
H114 3.5366 -2.6596 4.1366  0.084
H115 -0.2428 0.3322 3.0218  -0.310
H116 -1.3573 -0.0373 3.9435  0.098



Number 1: total energy -4122.8424 eV. Number 2: total energy -7315.9499 eV. Number 3: total energy -98447.1447 eV. Number 4: total energy -97988.5898 eV.